A molecular structure, C32H41F4GaNO3 in a non-equilibrium geometry. Source: the OMol25 dataset; level of theory: ωB97M-V/def2-TZVPD.

Net charge: -1
HOMO-LUMO gap (eV): 6.501
E_LUMO (eV): 2.39

Each line ends with the Löwdin charge.
Geometry (Å):
1 C 6.586 1.347 1.577  -0.06
2 C 5.037 1.170 1.645  -0.37
3 O 4.717 0.914 3.030  -0.07
4 C 4.281 2.482 1.195  -0.18
5 N 3.546 2.329 -0.061  -0.10
6 C 2.451 3.301 -0.219  -0.20
7 C 1.300 3.154 0.821  -0.41
8 O 0.140 3.875 0.492  -0.34
9 Ga -1.007 3.718 2.031  0.34
10 C -2.318 2.116 1.714  -0.26
11 C -1.445 0.938 1.189  -0.53
12 C -2.128 -0.467 1.265  -0.07
13 O -1.092 1.185 -0.169  -0.07
14 H 6.870 2.185 2.241  0.08
15 H 6.919 1.493 0.540  0.06
16 H 7.020 0.436 2.031  0.08
17 H 4.699 0.287 1.078  0.14
18 H 4.882 1.756 3.454  0.07
19 H 3.661 2.785 2.060  0.11
20 H 5.040 3.276 1.030  0.12
21 H 3.253 1.376 -0.231  0.09
22 H 2.899 4.310 -0.263  0.11
23 H 1.992 3.117 -1.215  0.11
24 H 1.148 2.065 0.987  0.09
25 H 1.687 3.561 1.787  0.06
26 H -1.874 5.039 2.294  -0.11
27 H -0.113 3.322 3.323  -0.07
28 H -3.046 2.472 0.953  0.04
29 H -2.828 1.874 2.670  0.04
30 H -0.561 0.893 1.846  0.09
31 H -2.723 -0.679 0.355  0.05
32 H -1.313 -1.228 1.257  0.06
33 H -2.703 -0.632 2.193  0.08
34 H -1.823 0.904 -0.711  0.07
35 F 0.933 -0.720 2.483  0.08
36 C 1.785 -1.725 2.683  -0.29
37 C 1.857 -2.746 1.751  -0.02
38 C 2.755 -3.786 1.953  -0.10
39 C 3.563 -3.796 3.085  -0.11
40 C 3.477 -2.763 4.011  -0.09
41 C 2.585 -1.718 3.809  -0.01
42 H 1.215 -2.721 0.880  0.11
43 H 2.825 -4.587 1.229  0.10
44 H 4.261 -4.609 3.242  0.09
45 H 4.105 -2.771 4.893  0.10
46 H 2.512 -0.901 4.514  0.12
47 F 6.668 2.667 -1.498  0.06
48 C 6.393 2.063 -2.666  -0.28
49 C 7.332 2.103 -3.682  -0.03
50 C 7.053 1.477 -4.890  -0.10
51 C 5.837 0.830 -5.071  -0.11
52 C 4.901 0.803 -4.043  -0.08
53 C 5.180 1.418 -2.829  0.00
54 H 8.271 2.620 -3.524  0.11
55 H 7.783 1.495 -5.689  0.10
56 H 5.618 0.346 -6.016  0.10
57 H 3.952 0.302 -4.187  0.10
58 H 4.465 1.401 -2.015  0.09
59 F -5.200 -1.052 0.055  0.05
60 C -5.629 -2.074 0.814  -0.28
61 C -4.739 -3.068 1.184  -0.01
62 C -5.191 -4.120 1.970  -0.08
63 C -6.523 -4.171 2.368  -0.10
64 C -7.403 -3.168 1.984  -0.09
65 C -6.955 -2.109 1.206  -0.02
66 H -3.708 -3.017 0.860  0.11
67 H -4.505 -4.900 2.272  0.10
68 H -6.873 -4.995 2.978  0.10
69 H -8.441 -3.210 2.290  0.10
70 H -7.625 -1.314 0.904  0.12
71 F -9.008 -1.340 -2.209  0.05
72 C -8.075 -1.177 -3.166  -0.28
73 C -6.748 -1.046 -2.801  0.00
74 C -5.786 -0.882 -3.789  -0.07
75 C -6.164 -0.842 -5.127  -0.10
76 C -7.502 -0.970 -5.478  -0.09
77 C -8.466 -1.144 -4.493  -0.03
78 H -6.474 -1.071 -1.756  0.09
79 H -4.744 -0.785 -3.516  0.11
80 H -5.413 -0.710 -5.896  0.10
81 H -7.796 -0.934 -6.519  0.10
82 H -9.512 -1.254 -4.747  0.11